(1)
Below is a cluster of 5 separate species, C15H35F6N3O6P in total, with properties calculated with the ωB97M-V functional and the def2-TZVPD basis.

Summary:
Total charge = -1
E_HOMO = -4.986 eV

Each line ends with the natural charge from an NBO analysis.
Element x y z (Å)
P -0.01525 1.07555 0.21883  2.66
F 0.96771 -0.12041 0.58734  -0.61
F 0.56169 1.70176 1.60700  -0.60
F 1.23357 1.78519 -0.43059  -0.58
F -0.96759 2.40333 0.08171  -0.57
F -0.07872 0.32476 -1.14583  -0.54
F -1.23157 0.09050 0.85409  -0.59
C -3.47335 -1.12859 1.73821  -0.26
O -3.63094 -1.82719 2.94900  -0.55
C -2.47570 -2.64024 3.32470  -0.10
C -2.36857 -3.94056 2.58063  -0.09
O -1.41862 -4.92567 2.98387  -0.54
C -0.00313 -4.61875 3.00427  -0.10
C 0.57492 -4.46694 1.55151  -0.11
O 0.33595 -3.20905 0.79648  -0.56
C 0.59891 -2.04293 1.48401  -0.30
H -3.09962 -0.15802 2.06442  0.18
H -4.53675 -1.00177 1.53526  0.18
H -2.85359 -1.58167 0.96444  0.19
H -2.72430 -3.03418 4.31015  0.18
H -1.54335 -2.08519 3.42834  0.18
H -2.21069 -3.78360 1.51361  0.17
H -3.36964 -4.37079 2.55130  0.19
H 0.32615 -5.55915 3.44621  0.20
H 0.31914 -3.80963 3.65968  0.18
H 0.06376 -5.15059 0.87369  0.20
H 1.63539 -4.68543 1.42598  0.18
H 1.31154 -1.38814 0.98252  0.26
H 1.07432 -2.14616 2.45942  0.12
H -0.36992 -1.54974 1.56297  0.19
C 1.88784 -0.80617 -1.46079  0.52
O 1.22750 -1.15626 -2.47468  -0.67
N 2.64454 -1.69112 -0.77114  -0.45
C 3.20051 -1.33587 0.60437  -0.44
C 2.41192 -3.06083 -1.06480  -0.45
H 1.95119 0.22294 -1.07463  0.17
H 3.59343 -0.33135 0.76135  0.22
H 4.02998 -2.04280 0.58571  0.19
H 2.68465 -1.72820 1.48076  0.21
H 1.72836 -3.52727 -0.35537  0.23
H 2.01953 -3.21627 -2.06977  0.25
H 3.31170 -3.67256 -0.99939  0.17
C -0.01267 4.22391 -0.73381  0.54
O 0.50520 4.52610 -1.84967  -0.66
N -1.27329 4.50565 -0.42076  -0.44
C -1.65027 4.27849 0.91625  -0.40
C -2.04252 5.36316 -1.18783  -0.41
H 0.61372 3.76321 0.04567  0.17
H -0.89954 3.64759 1.39214  0.25
H -2.64587 3.83541 0.94025  0.19
H -1.69421 5.17013 1.54167  0.17
H -1.71651 5.62941 -2.19328  0.24
H -3.07124 5.02393 -1.30928  0.19
H -2.28408 6.29499 -0.67651  0.18
C 2.23860 2.53121 -4.47942  0.53
O 2.25239 2.77485 -5.71912  -0.71
N 1.20344 2.24006 -3.67592  -0.41
C -0.19063 2.25921 -4.09319  -0.42
C 1.45542 2.15188 -2.26751  -0.47
H 3.15488 2.74822 -3.90885  0.10
H -0.31041 2.21232 -5.17557  0.22
H -0.66365 3.18046 -3.75311  0.20
H -0.72863 1.38269 -3.73213  0.21
H 0.84803 1.32484 -1.89983  0.23
H 2.50347 2.01842 -1.99941  0.18
H 1.08516 3.10316 -1.88532  0.24

=====

(2)
Below is a structure of composition C15H35MnN6O8, with properties calculated with the ωB97M-V functional and the def2-TZVPD basis.

Summary:
⟨S²⟩ = 8.75
Total charge = +1
E_HOMO (spin up / spin down) = -11.034 / -11.298 eV
Multiplicity = 6

Each line ends with the Löwdin spin population.
Element x y z (Å)
Mn 15.74863 -23.56843 23.63024  4.70
N 12.84288 -23.95297 25.18141  0.01
O 13.80651 -23.61225 24.40591  0.04
O 12.79537 -25.11317 25.60594  0.00
O 11.93866 -23.16546 25.38637  0.01
C 17.24655 -27.42111 24.97159  0.00
C 16.02855 -26.55182 25.03946  0.01
O 16.07507 -25.36073 24.70080  0.03
N 14.87527 -27.05291 25.47094  0.01
C 14.63137 -28.38444 26.00043  0.00
H 17.79685 -27.38714 25.90949  0.00
H 17.87078 -27.04463 24.16345  0.00
H 17.00044 -28.45586 24.73281  0.00
H 14.10232 -26.38056 25.52890  0.00
H 15.53519 -28.81609 26.42534  0.00
H 14.23512 -29.05073 25.23470  0.00
H 13.91629 -28.30702 26.81630  0.00
C 18.12447 -22.53222 26.88005  0.00
C 16.70234 -22.30176 26.47840  0.01
O 16.35608 -22.37036 25.29605  0.03
N 15.85113 -22.00005 27.44830  0.01
C 14.42922 -21.75167 27.25158  0.00
H 18.28105 -22.47598 27.95537  0.00
H 18.72857 -21.73987 26.42637  0.00
H 18.49164 -23.47872 26.49231  0.00
H 16.18296 -21.91480 28.39293  0.00
H 14.23710 -21.42291 26.23095  0.00
H 14.12077 -20.93095 27.89445  0.00
H 13.85206 -22.65711 27.41104  0.00
C 18.25531 -22.81067 20.80401  0.00
C 18.65723 -23.21136 22.18069  0.01
O 17.81085 -23.54401 23.00858  0.03
N 19.97594 -23.19548 22.46369  0.00
C 20.52291 -23.64486 23.72484  0.00
H 18.07546 -23.70154 20.19352  0.00
H 18.98037 -22.19584 20.27185  0.00
H 17.30632 -22.27815 20.85573  0.00
H 20.59565 -23.01609 21.69345  0.00
H 21.47737 -24.14064 23.55329  0.00
H 19.84542 -24.35955 24.18592  0.00
H 20.69491 -22.81329 24.40887  0.00
C 16.06778 -19.48525 23.12862  0.00
C 15.08863 -20.57629 22.84303  0.01
O 15.48887 -21.73180 22.62164  0.03
N 13.79648 -20.28337 22.88777  0.01
C 12.74726 -21.24366 22.63706  0.00
H 16.58295 -19.22637 22.20079  0.00
H 16.82074 -19.88055 23.81057  0.00
H 15.65428 -18.58665 23.58212  0.00
H 13.53511 -19.31828 22.99722  0.00
H 12.26666 -21.58213 23.55620  0.00
H 13.13794 -22.11672 22.12416  0.00
H 11.97512 -20.79566 22.00610  0.00
C 13.95049 -24.87205 19.83084  0.00
C 15.12277 -25.17290 20.71589  0.01
O 15.28699 -24.62597 21.80232  0.03
N 15.96538 -26.12360 20.29245  0.00
C 17.00850 -26.65115 21.13188  0.00
H 14.25582 -24.32922 18.93592  0.00
H 13.20540 -24.29538 20.37506  0.00
H 13.42502 -25.77632 19.51488  0.00
H 15.80087 -26.55661 19.40068  0.00
H 17.66409 -27.28867 20.54833  0.00
H 16.58055 -27.19369 21.97824  0.00
H 17.61388 -25.84778 21.55923  0.00

=====

(3)
Below is a cluster of 7 separate species, C15H35N3O6S in total, with properties calculated with the ωB97M-V functional and the def2-TZVPD basis.

Summary:
⟨S²⟩ = 0.75
Total charge = +1
E_HOMO (spin up / spin down) = -12.154 / -12.154 eV
Multiplicity = 2

Each line ends with the Löwdin spin population.
Element x y z (Å)
C 0.92673 -4.87283 -2.91080  0.03
C 1.73795 -3.76184 -2.20834  0.17
O 0.94496 -2.59356 -2.11842  0.61
H 0.68117 -4.69783 -3.95827  0.01
H -0.07203 -4.96683 -2.48448  0.00
H 1.31629 -5.88200 -2.77696  0.00
H 2.78376 -3.60528 -2.47270  0.04
H 1.86603 -4.12662 -1.18921  0.10
H 1.54507 -1.94531 -1.74261  0.00
C -1.22145 2.34154 3.99371  0.00
C -1.61236 1.61425 5.27665  0.00
O -0.80049 1.89432 6.38162  0.00
H -0.29259 1.90729 3.62391  0.00
H -0.97798 3.40378 3.97196  0.00
H -2.06397 2.09736 3.34669  0.00
H -1.39174 0.56040 5.10680  0.00
H -2.65391 1.72363 5.57881  0.00
H -0.16472 1.18603 6.50697  0.00
C -2.38063 -1.96543 0.34448  0.00
C -1.59808 -0.81704 0.92237  0.00
O -1.45759 -1.12019 2.28432  0.00
H -3.40810 -1.84032 0.68617  0.00
H -2.08663 -2.99448 0.55120  0.00
H -2.40328 -1.75441 -0.72466  0.00
H -1.96579 0.17710 0.66824  0.00
H -0.70739 -0.98250 0.31625  0.00
H -2.36157 -1.02451 2.59298  0.00
C 1.70078 1.17117 1.54652  0.00
C 1.84124 0.52804 0.23336  0.00
N 1.91620 0.02649 -0.81288  0.00
H 1.66468 2.26011 1.57842  0.00
H 2.53787 0.81890 2.14925  0.00
H 0.75026 0.68057 1.75606  0.00
C 1.80962 -2.44135 2.05350  0.00
C 1.49634 -3.88203 2.22246  0.00
N 1.21388 -4.94775 2.35337  0.00
H 0.94544 -1.77881 2.00519  0.00
H 2.19561 -2.42088 1.03433  0.00
H 2.55920 -2.12490 2.77882  0.00
C 4.31627 6.34191 0.50408  0.00
C 3.79098 5.01669 0.52007  0.00
N 3.32474 3.93817 0.51309  0.00
H 3.51189 7.04161 0.27715  0.00
H 5.09943 6.52927 -0.23053  0.00
H 4.76589 6.50021 1.48433  0.00
O -1.36428 0.84187 -5.98386  0.00
S -0.97667 1.04377 -4.59863  0.00
O -0.77249 2.39311 -4.05640  0.00
O -2.12425 0.15827 -3.74330  0.00
C -2.63257 0.81374 -2.51031  0.00
C -4.17282 0.43150 -2.44026  0.00
C 0.47239 0.01286 -4.22266  0.01
H -2.61000 1.89941 -2.60464  0.00
H -2.03606 0.53788 -1.64073  0.00
H -4.25585 -0.65456 -2.39933  0.00
H -4.58443 0.93251 -3.31643  0.00
H -4.57608 0.84684 -1.51669  0.00
H 0.18593 -1.02651 -4.06217  0.00
H 0.78431 0.47748 -3.28729  0.00
H 1.04070 0.07959 -5.15038  0.00

=====

(4)
Below is a cluster of 3 separate species, C15H35N3PS in total, with properties calculated with the ωB97M-V functional and the def2-TZVPD basis.

Summary:
Total charge = -1
E_HOMO = -2.677 eV

Each line ends with the natural charge from an NBO analysis.
Element x y z (Å)
C -0.55994 3.31759 2.70955  -0.44
C -0.11248 3.01052 1.61788  -0.02
C 0.39884 2.73933 0.33112  -0.58
N -0.58620 2.10277 -0.57408  -0.85
P 1.87895 1.81259 0.53326  0.92
S 1.88448 -0.15584 0.22880  -0.78
H -0.91167 3.31969 3.70410  0.21
H -1.34114 1.70955 -0.02827  0.34
H -0.15979 1.35279 -1.10243  0.36
H 2.34110 2.13442 1.81558  -0.05
H 2.89362 2.37597 -0.26255  -0.09
C 3.11886 -2.93121 -2.49945  -0.63
C 4.39418 -2.69017 -3.29407  -0.21
N 4.26258 -1.61092 -4.25631  -0.45
C 5.34009 -1.55401 -5.21983  -0.20
C 6.75845 -1.25835 -4.71076  -0.64
C 3.82559 -0.33785 -3.69856  -0.22
C 4.65884 0.27452 -2.56985  -0.64
H 2.27104 -3.06959 -3.17228  0.20
H 3.22816 -3.83234 -1.89355  0.20
H 2.88954 -2.10869 -1.82095  0.24
H 4.64077 -3.59529 -3.85894  0.18
H 5.22449 -2.53268 -2.58594  0.16
H 5.07406 -0.81263 -5.97908  0.19
H 5.36023 -2.51861 -5.73970  0.18
H 6.87523 -0.21852 -4.40892  0.20
H 7.48193 -1.45123 -5.50694  0.20
H 7.02322 -1.89261 -3.86417  0.20
H 2.80810 -0.46658 -3.32421  0.21
H 3.74087 0.37462 -4.52386  0.19
H 4.89055 -0.45699 -1.79599  0.21
H 4.08177 1.06458 -2.08811  0.23
H 5.59249 0.71499 -2.92358  0.18
C -6.70353 -1.12221 4.24659  -0.62
C -5.35358 -0.93476 3.56865  -0.21
N -5.36767 0.10603 2.56169  -0.46
C -4.19514 0.09505 1.69665  -0.21
C -2.83016 0.37704 2.32932  -0.64
C -5.80362 1.41307 3.02006  -0.21
C -5.04645 2.05679 4.18985  -0.64
H -7.48940 -1.26424 3.50312  0.21
H -6.67552 -2.00281 4.89060  0.20
H -6.97185 -0.26913 4.87111  0.20
H -5.08285 -1.86577 3.06355  0.19
H -4.58729 -0.77395 4.34464  0.16
H -4.36958 0.81116 0.88927  0.19
H -4.16181 -0.88810 1.21543  0.18
H -2.70374 1.42405 2.59505  0.22
H -2.03630 0.14091 1.61893  0.23
H -2.65608 -0.23161 3.21842  0.20
H -6.85985 1.33988 3.29725  0.18
H -5.77778 2.08636 2.16038  0.20
H -4.90676 1.35688 5.01554  0.20
H -5.61920 2.90455 4.57294  0.20
H -4.06863 2.43099 3.89307  0.22